1.
The following is a DFT calculation (ωB97M-V with the def2-TZVPD basis set) of the ion C4H11N2S with charge -1.

Lowest unoccupied orbital energy (eV): 3.44
Charge: -1
HOMO-LUMO gap (eV): 5.674

Last column: Löwdin charge in e.
Cartesian coordinates (Å):
C 0.7331 -1.5705 -1.1133  -0.109
C -0.4683 -0.7372 -0.7148  -0.454
C -0.7272 0.4792 -1.7398  -0.832
S -1.3662 -0.1694 -3.2354  0.145
N -0.4252 -0.3027 0.7562  -0.030
C 0.1824 0.9202 1.3649  -0.294
N 0.7261 0.7847 2.7508  -0.006
H 0.3454 -2.5458 -0.7555  0.076
H 0.7910 -1.5313 -2.1795  0.028
H 1.5144 -1.3647 -0.5074  0.017
H -1.4039 -1.3911 -0.9317  0.107
H -1.5918 1.1647 -1.3509  0.043
H 0.1176 1.1669 -1.7940  0.027
H -1.1740 -0.4485 1.3534  0.050
H -0.5988 1.6675 1.3799  0.090
H 1.0147 1.4223 0.8265  0.112
H 0.6402 1.7041 3.0657  0.017
H 1.6907 0.7517 2.8249  0.013



2.
The following is a DFT calculation (ωB97M-V with the def2-TZVPD basis set) of a cluster of 2 separate species, C4H11N2S in total.

Lowest unoccupied orbital energy (eV): 4.09
Charge: -1
HOMO-LUMO gap (eV): 7.024

Last column: Löwdin charge in e.
Cartesian coordinates (Å):
C -0.0704 2.0245 0.2384  -0.148
C -0.2573 1.7538 -1.2619  -0.364
C -1.5255 0.9232 -1.5447  -0.766
S -1.6396 -0.6938 -0.7317  0.263
H -0.7452 2.8391 0.5131  0.060
H 0.9453 2.4067 0.3770  0.054
H -0.2664 1.1373 0.8320  0.025
H -0.3070 2.7144 -1.7891  0.083
H 0.5494 1.1768 -1.7252  0.084
H -1.5941 0.7595 -2.6260  0.023
H -2.3962 1.5410 -1.2817  0.032
N 0.1732 -1.8754 1.5470  0.038
C 1.2763 -2.4576 1.0475  -0.438
N 2.1266 -3.0796 1.7811  -0.007
H -0.4909 -1.4082 0.8877  -0.112
H 0.0123 -1.9488 2.5386  0.081
H 1.3373 -2.3276 -0.0356  0.104
H 2.8721 -3.4853 1.2335  -0.012



Quick look at relative energies in eV: 1 2.437; 2 0.000.



1.
The following is a DFT calculation (ωB97M-V with the def2-TZVPD basis set) of an isolated molecule of C3H5NS2.

Lowest unoccupied orbital energy (spin up / spin down) (eV): -1.54 / -1.57
Charge: 0
HOMO-LUMO gap (spin up / spin down) (eV): 6.903 / 6.886

Last column: Löwdin charge in e.
Cartesian coordinates (Å):
C -0.6314 -0.0471 -0.0088  -0.249
C 0.6873 -0.5359 0.1349  -0.113
C 1.9774 0.2182 -0.0699  -0.121
N -1.7312 -0.8093 0.2714  -0.440
S -4.1890 0.9766 -0.5038  0.062
S -3.2780 -0.5845 0.2046  0.390
H -0.6959 0.9510 -0.4846  0.109
H 0.9507 -1.4583 0.6327  0.094
H 2.0439 0.8196 0.9564  0.128
H 1.9776 0.8614 -0.9701  0.074
H 2.8887 -0.3917 -0.1628  0.066



2.
The following is a DFT calculation (ωB97M-V with the def2-TZVPD basis set) of an isolated molecule of C3H5NS2.

Lowest unoccupied orbital energy (eV): -0.34
Charge: 0
HOMO-LUMO gap (eV): 8.345

Last column: Löwdin charge in e.
Cartesian coordinates (Å):
C 1.0415 0.1999 0.0008  -0.332
C 1.8835 -0.7815 -0.2788  -0.035
C -1.3420 -0.6670 0.0385  -0.666
H -2.2393 1.9481 0.1983  -0.119
H 1.4624 1.3083 0.3409  0.121
H 1.7401 -2.0129 -0.5660  0.141
H 2.9203 -0.3979 -0.1103  0.053
H -1.2647 -1.7315 0.5969  0.112
N -0.3890 0.3629 0.1107  -0.510
S -0.8117 2.1253 -0.1585  0.706
S -3.0011 -0.3538 -0.1725  0.529



3.
The following is a DFT calculation (ωB97M-V with the def2-TZVPD basis set) of a cluster of 2 separate species, C3H5NS2 in total.

Lowest unoccupied orbital energy (eV): -0.30
Charge: 0
HOMO-LUMO gap (eV): 8.553

Last column: Löwdin charge in e.
Cartesian coordinates (Å):
C -2.4019 -0.5202 0.1376  -0.933
C 0.8374 -0.0003 -0.8261  -0.735
C 1.4598 0.8583 0.3050  -0.146
N -2.1076 -1.0795 1.1850  0.097
S -2.8877 0.1888 -1.1087  0.782
S 1.4939 -1.3684 -1.3628  0.662
H -0.0174 0.4734 -1.3475  0.011
H 2.5592 0.6877 0.3013  0.079
H 1.0122 0.4933 1.1774  0.043
H 1.2919 1.8862 0.2062  0.047
H -1.2398 -1.6193 1.3325  0.093



Quick look at relative energies in eV: 1 0.765; 2 2.338; 3 0.000.



1.
The following is a DFT calculation (ωB97M-V with the def2-TZVPD basis set) of a cluster of 2 separate species, C9H6N2O2 in total.

Lowest unoccupied orbital energy (spin up / spin down) (eV): -1.77 / -1.67
Charge: 0
HOMO-LUMO gap (spin up / spin down) (eV): 6.230 / 6.235

Last column: Löwdin charge in e.
Cartesian coordinates (Å):
C -4.4325 0.5790 -0.0480  -0.305
C -3.3757 -1.7758 -0.2676  -0.338
C -0.2586 -1.5155 1.0408  -0.017
C 0.3099 -2.6504 0.5431  -0.101
C 0.0766 -1.3646 -1.1177  -0.088
C -0.4587 -0.6258 -0.0541  -0.235
C -3.7594 -0.5637 -0.2778  -0.004
C -1.3178 0.4615 -0.0805  -0.032
C 0.1779 2.2201 0.3969  0.042
N -4.9647 1.6118 -0.0466  0.141
N -2.9275 -2.8685 -0.2376  0.181
O 0.4805 -2.5607 -0.7940  0.053
O -1.2184 1.6710 0.1243  0.053
H -0.7418 -1.3260 1.9952  0.131
H 0.2871 -3.5620 1.0702  0.119
H 0.1900 -1.1087 -2.1570  0.140
H 0.3319 3.2042 0.0474  0.075
H 0.9516 1.5854 0.0225  0.079
H 0.4473 2.2904 1.4705  0.108



2.
The following is a DFT calculation (ωB97M-V with the def2-TZVPD basis set) of an isolated molecule of C9H6N2O2.

Lowest unoccupied orbital energy (eV): -1.01
Charge: 0
HOMO-LUMO gap (eV): 8.063

Last column: Löwdin charge in e.
Cartesian coordinates (Å):
C 1.1891 -3.0192 -0.2093  -0.426
C 0.6275 -1.5463 0.0135  -0.166
C 1.3472 -0.2871 0.1420  0.074
C 0.4921 0.7636 0.1369  -0.193
C 0.9435 2.0129 -0.3776  0.006
C -0.0289 3.0346 -0.6636  -0.140
C -1.9011 1.7585 0.1971  -0.003
C -0.8964 0.5454 0.5164  -0.119
C -1.4464 -0.6446 0.6294  -0.048
H -0.4768 -3.3177 0.1590  0.134
H 2.3963 -0.4780 -0.0929  0.134
H 2.0726 2.3484 -0.5495  0.156
H 0.2066 3.9031 -1.2607  0.099
H -3.0497 1.7815 0.3253  0.137
H -2.4411 -0.9659 1.2380  0.180
N -1.2780 2.7982 -0.3294  -0.003
N -0.5496 -1.7320 0.4631  0.055
O 0.3888 -3.9187 0.2788  0.100
O 2.4044 -3.0368 -0.6163  0.024



Quick look at relative energies in eV: 1 5.549; 2 0.000.



1.
The following is a DFT calculation (ωB97M-V with the def2-TZVPD basis set) of a cluster of 2 separate species, C4H14N3O in total.

Lowest unoccupied orbital energy (spin up / spin down) (eV): 0.45 / 0.37
Spin multiplicity: 2
Charge: 0
HOMO-LUMO gap (spin up / spin down) (eV): 3.063 / 7.610

Last column: Löwdin spin population.
Cartesian coordinates (Å):
C 0.0259 1.9557 -0.8630  0.007
C -1.2065 1.2036 -0.4924  0.014
C -1.1015 -0.2556 -0.9595  0.040
N -0.1527 -3.0260 -0.0013  0.141
C 0.6085 -1.8621 -0.2446  0.407
N 0.2254 -0.6702 -0.6761  0.204
N 1.2379 1.4824 -0.0828  0.015
H -0.0424 3.0250 -0.6843  0.001
H 0.1439 1.6928 -1.9263  0.007
H -2.0609 1.6744 -0.9943  0.007
H -1.4057 1.2487 0.5863  0.000
H -1.2763 -0.2063 -2.0815  0.033
H -1.8698 -0.9143 -0.5497  0.001
H 0.4697 -3.6714 0.4684  -0.001
H -1.0297 -2.8789 0.5037  0.024
H 1.6910 -1.9534 -0.1446  0.043
H 1.4027 2.0293 0.7604  0.003
H 2.0660 1.4160 -0.6723  0.004
H 0.9525 0.5384 0.2663  0.009
H 0.1664 -0.8796 2.1032  0.010
H 0.4322 0.2148 3.2565  0.003
O 0.7232 -0.1634 2.4281  0.028



2.
The following is a DFT calculation (ωB97M-V with the def2-TZVPD basis set) of a cluster of 2 separate species, C4H14N3O in total.

Lowest unoccupied orbital energy (spin up / spin down) (eV): 1.05 / 0.21
Spin multiplicity: 2
Charge: 0
HOMO-LUMO gap (spin up / spin down) (eV): 8.827 / 8.708

Last column: Löwdin spin population.
Cartesian coordinates (Å):
C 0.5520 1.4000 -1.1860  0.001
C -0.9315 1.1580 -0.9139  0.010
C -1.2462 0.1849 0.2283  0.104
C -2.5894 -0.4506 0.1734  0.618
N -3.0038 -1.2673 1.2408  0.164
N -0.9213 0.8003 1.5392  0.008
N 1.2748 1.9407 -0.0444  0.001
H 0.9791 0.4152 -1.4176  0.001
H 0.6008 2.0139 -2.0884  0.000
H -1.3090 0.6230 -1.7990  0.001
H -1.5084 2.0620 -0.7448  0.003
H -2.7202 -0.9885 -0.7835  0.026
H -3.2196 -2.2104 0.9620  0.007
H -3.7224 -0.8821 1.8332  0.021
H -1.7870 1.2174 1.8796  0.005
H -0.7441 0.0474 2.1946  0.001
H 0.6181 2.1621 0.6898  0.000
H 1.8610 2.7426 -0.2081  0.000
H -0.4636 -0.5792 0.1409  0.028
H 5.9860 -3.3982 -1.4025  0.000
H 6.4529 -3.6824 0.1665  0.000
O 5.8417 -3.3088 -0.4602  0.000



Quick look at relative energies in eV: 1 1.863; 2 0.000.



1.
The following is a DFT calculation (ωB97M-V with the def2-TZVPD basis set) of a cluster of 2 separate species, C6H9N2 in total.

Lowest unoccupied orbital energy (eV): -3.26
Charge: +1
HOMO-LUMO gap (eV): 11.747

Last column: Löwdin charge in e.
Cartesian coordinates (Å):
C -2.5097 1.2100 -0.2530  -0.015
C -1.4197 -2.7681 0.4269  0.081
C -0.1828 0.4477 0.3546  0.023
C 2.0826 -0.5330 -0.4478  -0.051
C 2.2289 0.9352 -0.0866  -0.059
C 1.1578 0.0745 0.5783  -0.236
N -1.2148 0.8569 0.0625  0.138
N -0.9326 -1.7277 0.6825  0.101
H -2.4335 2.0712 -0.9582  0.127
H -3.1735 1.6934 0.5979  0.171
H -1.8999 -3.6217 0.1032  0.054
H -2.8699 0.3988 -0.6972  0.049
H 1.7731 -0.7288 -1.3759  0.070
H 2.9532 -1.1143 -0.2334  0.120
H 3.0248 1.1878 0.4769  0.067
H 1.9455 1.7440 -0.8939  0.167
H 1.4706 -0.1261 1.6630  0.193



2.
The following is a DFT calculation (ωB97M-V with the def2-TZVPD basis set) of a cluster of 2 separate species, C6H9N2 in total.

Lowest unoccupied orbital energy (eV): -3.33
Charge: +1
HOMO-LUMO gap (eV): 9.525

Last column: Löwdin charge in e.
Cartesian coordinates (Å):
C 1.1130 -1.5985 2.6704  0.079
C 0.8854 -2.4389 1.8226  -0.218
C 0.6117 -3.4494 0.8034  -0.119
H 1.3151 -0.8539 3.4218  0.027
H 1.2337 -3.2710 -0.0898  0.082
H -0.4498 -3.4155 0.5054  0.081
H 0.8358 -4.4568 1.1926  0.091
C -0.1938 2.6730 -1.8935  -0.022
C 0.5975 1.7736 -1.2296  -0.019
C -1.4603 1.6192 -0.3992  -0.039
N -1.4519 2.5509 -1.3573  0.101
N -0.2139 1.1435 -0.3185  0.111
H 0.0388 3.3776 -2.6920  0.145
H 1.6566 1.5386 -1.3346  0.146
H -2.3164 1.3080 0.1995  0.171
H -2.2850 3.0959 -1.6442  0.203
H 0.0834 0.4037 0.3430  0.181



3.
The following is a DFT calculation (ωB97M-V with the def2-TZVPD basis set) of the ion C6H9N2 with charge +1.

Lowest unoccupied orbital energy (eV): -3.12
Charge: +1
HOMO-LUMO gap (eV): 10.872

Last column: Löwdin charge in e.
Cartesian coordinates (Å):
C -2.0367 0.5956 -0.3794  -0.061
C -1.8801 -0.7000 -0.5950  -0.054
C 1.2435 -0.1586 0.0109  -0.330
C 0.4198 1.1366 0.0251  -0.083
C -0.9038 0.8568 0.6221  -0.147
C -0.9189 -0.9563 0.5605  -0.078
N 0.5333 -1.2452 0.1795  0.153
N 2.5413 -0.1515 -0.1896  0.200
H -2.7435 1.2550 -0.9692  0.138
H -2.3387 -1.5779 -1.1882  0.143
H 1.1534 1.9433 0.5747  0.188
H 0.3928 1.3730 -1.0753  0.157
H -1.2403 1.5156 1.4459  0.144
H -1.2307 -1.3688 1.5290  0.146
H 0.8803 -2.1861 0.2141  0.165
H 3.1438 0.6833 -0.1732  0.152
H 2.9846 -1.0147 -0.5919  0.167



4.
The following is a DFT calculation (ωB97M-V with the def2-TZVPD basis set) of a structure of composition C6H9N2.

Lowest unoccupied orbital energy (spin up / spin down) (eV): -5.75 / -5.75
Charge: +1
HOMO-LUMO gap (spin up / spin down) (eV): 8.739 / 8.739

Last column: Löwdin charge in e.
Cartesian coordinates (Å):
C 0.3673 -1.7492 -0.0014  0.007
C -0.8900 -1.3618 0.0461  -0.022
C 1.2007 -0.5917 0.0918  -0.252
C -0.9804 0.0536 -0.1345  -0.125
C 2.5624 -0.5882 -0.0587  0.201
C -2.4515 0.6312 -0.1913  0.056
N 0.7385 2.2839 -0.1616  0.229
N 0.2568 0.5455 0.2246  0.113
H 0.8675 -2.6988 0.0592  0.141
H -1.7715 -2.0307 0.1635  0.155
H 3.1197 0.3768 -0.0185  0.094
H 1.6421 2.1752 -0.4378  -0.008
H 3.1888 -1.4406 0.0811  0.086
H -2.8153 0.6212 -1.2048  0.100
H -2.2220 1.6773 -0.0050  0.080
H -3.0164 0.2102 0.5587  0.067
H 0.6005 2.9535 0.5929  0.077



Quick look at relative energies in eV: 1 2.362; 2 0.000; 3 0.438; 4 3.254.



1.
The following is a DFT calculation (ωB97M-V with the def2-TZVPD basis set) of a cluster of 2 separate species, C3H7N in total.

Lowest unoccupied orbital energy (spin up / spin down) (eV): -0.14 / 0.24
Charge: 0
HOMO-LUMO gap (spin up / spin down) (eV): 8.486 / 11.012

Last column: Löwdin charge in e.
Cartesian coordinates (Å):
C 0.8300 -0.7398 -0.5601  0.025
C -0.4202 1.0961 0.5700  -0.139
C -0.4702 -0.2455 -0.2258  -0.356
N 0.4920 -2.5863 -1.2324  0.086
H 1.7037 -0.3546 -0.2327  0.018
H -1.3378 1.7061 0.8826  0.085
H 0.0866 1.9362 0.0887  0.059
H -0.0110 1.0319 1.5883  0.062
H -1.0340 -0.0302 -1.1997  0.130
H -1.0961 -0.9578 0.3121  0.100
H 1.4732 -2.7926 -1.4382  -0.069



2.
The following is a DFT calculation (ωB97M-V with the def2-TZVPD basis set) of an isolated molecule of C3H7N.

Lowest unoccupied orbital energy (eV): 0.83
Charge: 0
HOMO-LUMO gap (eV): 8.118

Last column: Löwdin charge in e.
Cartesian coordinates (Å):
C -0.3522 1.5712 -1.0198  -0.038
C 0.2811 0.8197 -0.0739  -0.222
N -0.4084 -0.1782 0.6872  -0.129
C 0.2779 -1.4937 0.5235  -0.103
H -0.0788 1.5774 -2.0772  0.037
H -1.2080 2.1532 -0.6937  0.035
H 1.3028 0.8944 0.2891  0.104
H -1.4082 -0.2344 0.7801  0.104
H 0.1285 -2.0402 1.4487  0.075
H 1.3169 -1.1668 0.6034  0.063
H 0.1484 -1.9024 -0.4675  0.074



Quick look at relative energies in eV: 1 2.830; 2 0.000.